{"formula": "F12K3N6Na3O24S12", "method": "the ωB97M-V functional and the def2-TZVPD basis", "energy_ev": -282935.1612, "relative_energy_kj_mol": 0.0, "orbital_gap_ev": 5.6, "elements": ["Na", "Na", "Na", "K", "K", "K", "N", "S", "O", "O", "F", "S", "O", "O", "F", "N", "S", "O", "O", "F", "S", "O", "O", "F", "N", "S", "O", "O", "F", "S", "O", "O", "F", "N", "S", "O", "O", "F", "S", "O", "O", "F", "N", "S", "O", "O", "F", "S", "O", "O", "F", "N", "S", "O", "O", "F", "S", "O", "O", "F"], "coordinates": [[-33.5317, -14.5876, -2.2313], [-30.8978, -12.1806, -1.9762], [-31.5390, -11.4906, 1.1120], [-31.6261, -16.4168, 4.4632], [-26.4144, -16.1196, -1.8294], [-29.3593, -13.0378, 3.8937], [-31.8928, -13.6860, -3.5847], [-32.1307, -13.0562, -4.9659], [-33.4313, -13.4165, -5.4540], [-31.1411, -12.9278, -5.9762], [-32.3780, -11.4994, -4.5697], [-30.9590, -15.0493, -4.1845], [-29.5592, -15.0321, -3.9689], [-31.5019, -15.6962, -5.3454], [-31.5670, -16.0205, -3.0224], [-23.9990, -12.7248, 0.9569], [-25.4630, -12.8098, 0.4895], [-26.2465, -13.8449, 1.1679], [-25.7524, -12.5890, -0.9100], [-25.9962, -11.4292, 1.1431], [-23.3559, -13.9492, -0.0091], [-24.2372, -14.8779, -0.6899], [-22.1220, -14.4705, 0.4754], [-22.9215, -12.9836, -1.2191], [-28.5551, -20.0765, -1.2566], [-29.3513, -18.7763, -1.4120], [-28.5564, -17.6041, -1.0935], [-30.7694, -18.8231, -1.1112], [-29.4029, -18.7072, -3.0031], [-28.7831, -20.4774, 0.2952], [-29.9143, -21.2791, 0.6711], [-28.0077, -19.7156, 1.2559], [-27.6925, -21.7169, 0.0846], [-35.0974, -13.1236, -1.0107], [-34.8274, -11.7465, -1.6701], [-33.4339, -11.2960, -1.5971], [-35.8096, -10.7124, -1.6116], [-34.9871, -12.2759, -3.1764], [-35.2241, -12.4464, 0.5451], [-36.4097, -11.7327, 0.9175], [-34.0279, -11.9457, 1.1674], [-35.3646, -13.9033, 1.2109], [-30.5280, -13.5632, 0.1945], [-29.0641, -14.0110, 0.4405], [-28.3059, -14.3513, -0.7268], [-28.6904, -14.6494, 1.7003], [-28.5840, -12.5019, 0.6661], [-31.1789, -15.1144, 0.3792], [-31.2684, -15.4821, 1.7514], [-30.8449, -16.1260, -0.5506], [-32.7018, -14.6916, 0.1051], [-30.8396, -10.0968, -0.7386], [-29.5277, -9.3418, -0.8764], [-29.0177, -8.9427, 0.4003], [-29.2114, -8.6436, -2.0775], [-28.7011, -10.7473, -1.1877], [-31.7921, -8.6652, -1.0590], [-32.2080, -8.5918, -2.4100], [-31.5418, -7.4904, -0.2686], [-33.1307, -9.0828, -0.2699]], "atomic_forces_ev_per_a": [[-0.3706, -0.2142, -0.2152], [0.0817, 0.5108, -0.4596], [-0.6919, 0.5352, -0.6820], [-0.0879, -0.4613, -0.5983], [-0.0665, 0.2273, 0.2758], [0.8483, 0.0420, -0.5329], [3.7122, -2.7365, 0.6666], [-5.2354, 4.9573, -5.1713], [0.2910, -0.4292, 0.6045], [1.5324, -0.6875, 1.0384], [0.6184, -0.9655, 0.8424], [-1.2887, -3.0192, 0.7647], [-0.2226, 0.8744, 0.4059], [0.4712, 1.3150, 0.8894], [0.2816, 0.6816, -0.0586], [1.7744, -2.8616, -1.2520], [-4.5495, 1.2340, -0.2296], [0.9022, 1.1422, -0.4489], [0.2489, -0.3778, 1.0601], [0.3980, -0.7069, 0.1936], [2.0752, 1.2930, -1.3051], [0.1015, 0.3632, 1.0485], [-0.6979, 0.3508, 0.5496], [-0.0313, -0.5980, 0.4498], [-0.9418, -0.3930, 1.7301], [-1.8419, 2.5376, -2.8993], [-0.6377, -0.1790, 0.2160], [1.4575, 0.3007, 0.7190], [0.4000, -0.0938, 0.1757], [4.6538, -5.1841, 0.6811], [-0.2590, 1.8917, -0.2246], [-1.9761, 0.5752, -0.6640], [-0.6702, 0.5990, 0.2829], [-0.3383, 1.2253, 3.6532], [1.4784, 3.8336, -6.1358], [-0.9894, -1.5486, 0.0916], [0.3642, -0.7577, 0.8096], [0.4684, -0.1724, 0.6611], [-2.0383, -2.5796, 2.7886], [0.9150, -1.0195, -1.0321], [1.1096, -0.1651, -0.5476], [0.0136, 0.5216, -0.0584], [-2.9239, -3.0808, 0.3729], [8.2794, 2.3994, -0.1776], [-1.5999, -0.6800, 0.6463], [-1.9207, 0.4673, -0.9266], [-0.4839, -0.0734, 0.7486], [-2.8103, -0.3497, -0.5434], [-0.0845, 0.0358, 1.6685], [0.0687, 1.3563, 0.3085], [0.3901, 0.1633, -0.5474], [-4.7181, 2.0278, -0.4665], [7.6944, -1.7451, 0.2979], [-0.0877, 0.3345, -0.4087], [-1.0690, 0.5978, 0.5940], [-0.2116, 0.3157, 0.2214], [-4.7511, 0.4587, 1.0969], [0.7981, -0.1939, 0.0856], [1.6466, -0.9208, -0.9215], [0.5213, -0.9737, -0.1318]], "nbo_charge": [0.948, 0.920, 0.946, 0.997, 0.983, 0.994, -1.280, 2.457, -0.928, -0.874, -0.506, 2.404, -0.858, -0.837, -0.526, -1.089, 2.451, -0.992, -0.924, -0.511, 2.431, -0.973, -0.885, -0.497, -1.103, 2.467, -1.006, -0.922, -0.503, 2.395, -0.871, -0.902, -0.544, -1.127, 2.414, -0.978, -0.846, -0.493, 2.400, -0.828, -0.989, -0.505, -1.224, 2.439, -0.869, -0.935, -0.505, 2.442, -1.013, -0.781, -0.512, -1.273, 2.447, -0.908, -0.848, -0.554, 2.390, -0.841, -0.859, -0.508]}

=====

{"formula": "F12K3N6Na3O24S12", "method": "the ωB97M-V functional and the def2-TZVPD basis", "energy_ev": -282918.3194, "charge": 1, "s_squared": 0.7623, "spin_multiplicity": 2, "orbital_gap_ev": [5.1, 4.5], "elements": ["Na", "Na", "Na", "K", "K", "K", "N", "S", "O", "O", "F", "S", "O", "O", "F", "N", "S", "O", "O", "F", "S", "O", "O", "F", "N", "S", "O", "O", "F", "S", "O", "O", "F", "N", "S", "O", "O", "F", "S", "O", "O", "F", "N", "S", "O", "O", "F", "S", "O", "O", "F", "N", "S", "O", "O", "F", "S", "O", "O", "F"], "coordinates": [[2.2534, -2.7184, -0.7926], [4.0120, 2.0752, -3.4205], [2.5351, 5.7254, 1.1319], [-0.5623, 1.3017, -5.8190], [-1.8590, 1.8668, 1.3052], [-0.7841, 4.0812, -0.6999], [0.5308, -3.8780, 0.3241], [0.1628, -5.2759, 0.7896], [-1.1395, -5.7659, 0.4302], [0.7791, -5.7912, 1.9756], [1.0462, -5.9548, -0.3994], [-0.2599, -3.1101, 1.5919], [-0.1762, -3.5070, 3.0156], [-1.6064, -2.7216, 1.1195], [0.5372, -1.6964, 1.3290], [-0.3046, 2.5178, 3.3763], [1.0813, 3.1727, 3.6890], [2.2295, 2.3865, 3.2623], [1.1930, 3.9824, 4.8749], [0.9365, 4.2488, 2.5021], [-0.0661, 1.1171, 4.3531], [-0.8542, 1.1782, 5.6024], [1.1165, 0.3160, 4.2619], [-0.9998, 0.1635, 3.4853], [-5.6594, -2.1307, -0.2130], [-5.0044, -3.1850, 0.6616], [-4.3780, -2.8630, 1.9397], [-4.4089, -4.3157, -0.0799], [-6.3457, -3.9898, 1.0081], [-4.2271, -1.3130, -0.4856], [-3.1771, -2.0979, -1.0522], [-3.8866, -0.3533, 0.5677], [-4.7331, -0.4035, -1.7240], [0.0096, 1.4164, -0.5149], [0.0042, 0.4292, -1.6368], [0.6038, -0.8493, -1.3448], [0.0822, 0.9471, -3.0055], [-1.5046, -0.0838, -1.3491], [1.7318, 1.5390, -0.4183], [2.4341, 1.8373, -1.6771], [2.4302, 0.7218, 0.5728], [1.7670, 2.9285, 0.4225], [4.2326, 4.2935, 1.9275], [5.1394, 4.3900, 3.4266], [6.2158, 5.3969, 3.4147], [5.2005, 3.1743, 4.2579], [3.9609, 5.3136, 4.1004], [5.1869, 3.3368, 1.4184], [5.1432, 1.9226, 1.8077], [6.4697, 3.8103, 0.9305], [4.4474, 3.0517, 0.0123], [-2.3731, -1.0047, -6.3203], [-2.6430, -1.2316, -4.6124], [-1.4885, -1.5868, -3.7875], [-3.9005, -1.7964, -4.1323], [-2.8895, 0.3256, -4.2592], [-2.1298, -2.5213, -6.5096], [-3.3223, -3.3869, -6.3671], [-0.7569, -3.0030, -6.2171], [-2.0324, -2.4322, -8.0503]], "atomic_forces_ev_per_a": [[-0.6249, -0.1374, 0.3598], [0.1038, -0.1283, 0.6349], [0.6067, -0.4167, 0.9499], [-0.5099, -0.7838, 0.0621], [-0.7915, -1.3551, 1.0410], [0.0691, 0.1911, -0.1373], [-0.3196, 3.7402, 2.7124], [0.5489, -8.9031, -1.9559], [0.2582, 1.2020, 0.7819], [-0.2830, 0.7943, -0.4706], [0.2111, 0.0554, 0.1383], [-3.8165, 3.9053, 0.9043], [0.8162, 1.1431, -4.0097], [2.6756, -0.8883, 1.0898], [0.2705, -0.6973, 0.7636], [0.6586, -2.4422, 1.7088], [4.1287, 0.6969, 0.7395], [-1.6569, 1.7096, 0.4856], [-0.4981, -0.8748, -1.2720], [-0.2079, 1.9541, -1.6330], [-3.8139, -3.5376, 2.7885], [2.3684, 0.8829, -2.7926], [-0.1557, 1.7975, 0.4195], [-1.0475, 0.4733, -1.1275], [1.9482, 1.7375, -0.8164], [-2.6062, -6.1761, 5.4560], [-0.9264, -0.4069, -2.9601], [1.1618, 0.9689, -0.2914], [0.5777, 1.3204, 0.4464], [2.3043, 4.3634, -2.4821], [-1.4214, 0.3180, 0.7018], [-1.0674, -1.1644, -1.5468], [0.0329, -0.7297, 1.5116], [4.3496, 3.8104, 2.1652], [-5.0241, -7.9096, -4.9481], [1.8355, 1.4998, -0.7164], [-0.1383, 0.0747, 1.8500], [0.7072, 1.9044, -0.9541], [4.1823, 0.1687, 4.9673], [-1.6356, -0.0934, 0.9791], [-2.3858, 0.8627, -3.1446], [-1.0720, 0.1334, -1.5385], [-2.0412, 4.0667, 4.9750], [-0.2928, 3.4537, 5.8284], [-2.0835, -2.8581, -0.6970], [-0.1374, 3.1771, -2.7340], [0.3979, -0.9856, -0.5151], [5.9492, -10.2888, -7.4873], [0.2833, 2.5702, 0.8531], [-1.0827, 0.2505, 1.1253], [-1.2447, 0.9443, -2.1416], [-0.6662, 1.5027, 5.0688], [-2.1630, -0.0075, 3.6371], [-0.8550, 1.0187, -2.0288], [2.0805, 0.9578, -1.8389], [0.6368, 0.8092, -0.5595], [1.2965, -7.0433, -3.8903], [2.9749, 1.9387, 0.7723], [-2.9213, 1.0383, 0.4818], [0.0563, 0.3919, -1.7095]], "mulliken_spin": [0.000, 0.000, 0.000, 0.000, 0.000, 0.000, 0.000, 0.000, 0.001, 0.000, 0.000, 0.000, 0.000, 0.000, 0.000, 0.000, 0.000, 0.000, 0.000, 0.000, 0.000, 0.000, 0.000, 0.000, 0.276, -0.101, 0.207, 0.605, -0.002, -0.008, 0.009, 0.015, -0.001, 0.000, 0.000, 0.000, 0.000, -0.002, 0.000, 0.000, 0.000, 0.000, 0.000, 0.000, 0.000, 0.000, 0.000, 0.000, 0.000, 0.000, 0.000, 0.000, 0.001, 0.000, 0.000, 0.000, 0.000, 0.000, 0.000, 0.000]}

=====

{"formula": "F2FeH10O5", "method": "the ωB97M-V functional and the def2-TZVPD basis", "energy_ev": -50222.8013, "relative_energy_kj_mol": 76.7, "s_squared": 6.0069, "spin_multiplicity": 5, "orbital_gap_ev": [7.7, 6.5], "elements": ["Fe", "F", "F", "O", "H", "H", "O", "H", "H", "O", "H", "H", "O", "H", "H", "O", "H", "H"], "coordinates": [[0.5166, -0.5122, -0.0347], [1.3469, -2.4008, 0.1887], [-0.1047, -0.8297, -1.9757], [-2.9039, 0.2729, -1.3711], [-2.0262, 0.5983, -1.1710], [-2.9229, 0.2052, -2.3258], [0.8696, 0.0163, 1.9373], [1.6915, 0.4607, 2.1451], [0.4177, -0.0576, 2.7779], [-0.2042, 1.4721, -0.1570], [-0.1341, 1.7746, -1.0624], [-0.1028, 2.2650, 0.3695], [-1.3515, -1.0849, 0.5708], [-1.4237, -1.3060, 1.4993], [-2.1878, -0.6715, 0.3568], [2.4546, -0.0743, -0.5188], [3.0189, -0.8034, -0.7761], [3.0461, 0.6753, -0.4528]], "atomic_forces_ev_per_a": [[0.4030, -3.2866, -2.6594], [-0.2357, 1.1930, 0.3534], [0.2293, 1.2279, 1.2718], [-0.5788, 0.3732, 0.4867], [0.4275, -0.1013, -0.2645], [0.1358, -0.3019, -0.1897], [0.2293, 0.6397, 0.9904], [0.4362, -0.0661, -0.0418], [-0.2822, -0.2262, 0.1715], [-0.4120, 0.9126, -0.1999], [0.0779, -0.0800, -0.6565], [-0.0037, 0.1297, 0.3918], [-0.7829, -0.4260, 0.9101], [0.0246, -0.4154, 0.2267], [-0.4713, 0.1261, -0.6590], [1.0381, 0.8258, -0.0352], [-0.2404, -0.8977, -0.0290], [0.0051, 0.3731, -0.0675]], "mulliken_spin": [3.797, 0.054, 0.066, -0.001, 0.000, 0.000, 0.021, 0.001, 0.004, 0.014, -0.001, 0.005, 0.015, 0.000, 0.002, 0.018, -0.003, 0.007]}